The following is a DFT calculation (the ωB97M-V functional and the def2-TZVPD basis) of an isolated ion of composition C5H12NO and charge +1 in a non-equilibrium geometry.

The geometry in XYZ format:
```
19
Properties=species:S:1:pos:R:3:lowdin_charge:R:1
C 0.79596 -1.36585 1.98821 0.036
C 0.89278 -1.75129 0.72354 -0.152
C 0.08067 -1.19643 -0.40077 -0.166
C -0.40576 0.23578 -0.18219 -0.296
N -1.65579 0.58023 -0.98184 0.243
C 0.63021 1.23232 -0.52762 -0.195
O 0.17860 2.50958 -0.06056 -0.044
H 1.49742 -1.57019 2.78292 0.075
H -0.06008 -0.79409 2.31921 0.061
H 1.55482 -2.58000 0.48123 0.114
H -0.79505 -1.81018 -0.66297 0.129
H 0.61156 -1.23620 -1.36414 0.130
H -0.78432 0.18724 0.83316 0.138
H -1.60692 1.60912 -0.98640 0.160
H -2.56706 0.38382 -0.57174 0.181
H -1.63248 0.30522 -1.96386 0.178
H 1.60355 0.95353 -0.12647 0.149
H 0.73771 1.30809 -1.61650 0.143
H 0.92418 2.99929 0.31678 0.115
```

**2S+1**: 1
**Molar mass**: 102.16 g mol⁻¹
**Lowest unoccupied orbital energy**: -3.469 eV
**E_HOMO**: -13.4 eV
**Total charge**: +1
**SMILES string**: C=CC[C@H]([NH3+])CO
**Energy above the lowest of the compared OMol25 structures with the same formula, charge and spin**: 1.202 eV
**Orbital gap**: 9.955 eV
**Energy**: -8909.427 eV